DFT (ωB97M-V/def2-TZVPD) results for C50H100CaGeN3O2PSi6Te as an isolated structure.

Output
ΔE to the lowest compared entry with this formula, charge and spin: 0.0 kcal per mole
HOMO-LUMO gap (alpha / beta): 6.8199 / 6.5650 eV
F_max: 0.6 eV Å⁻¹
HOMO (alpha / beta): -7.025 / -7.334 eV
Calculated total energy: -7381.04838 a.u.

The geometry in XYZ format:
```
165
C50H100CaGeN3O2PSi6Te (ωB97M-V/def2-TZVPD)
Ca -0.153 0.832 0.044
C 1.638 3.803 0.415
O 0.424 3.144 0.087
Si -1.143 3.796 0.384
C -1.365 5.432 -0.518
C -1.115 4.264 2.203
C -2.185 2.410 -0.116
Si -2.308 2.215 -1.947
C -0.736 2.769 -2.854
C -2.403 0.367 -2.389
C -3.734 3.095 -2.810
Si -3.801 2.325 0.752
C -4.783 3.941 0.648
C -3.638 1.958 2.603
C -4.964 0.995 0.072
H 1.877 4.560 -0.337
H 2.439 3.065 0.443
H 1.574 4.289 1.393
H -0.513 6.106 -0.388
H -2.239 5.928 -0.084
H -1.549 5.323 -1.586
H -0.451 5.120 2.361
H -0.757 3.443 2.825
H -2.104 4.554 2.564
H 0.140 2.164 -2.602
H -0.464 3.814 -2.701
H -0.915 2.622 -3.925
H -1.409 -0.097 -2.411
H -2.816 0.227 -3.393
H -3.027 -0.207 -1.698
H -3.644 4.179 -2.697
H -4.714 2.806 -2.425
H -3.715 2.866 -3.880
H -4.264 4.764 1.149
H -5.757 3.829 1.136
H -4.958 4.243 -0.387
H -3.526 2.863 3.204
H -2.774 1.317 2.792
H -4.526 1.432 2.965
H -5.399 1.264 -0.893
H -5.791 0.869 0.778
H -4.480 0.021 -0.045
C -2.918 -4.422 2.554
Si -4.140 -3.223 1.771
C -5.871 -3.809 2.227
C -3.839 -1.527 2.512
Ge -3.813 -3.231 -0.598
Si -2.862 -5.323 -1.248
C -1.414 -5.915 -0.186
C -4.215 -6.627 -1.058
C -2.252 -5.261 -3.033
Si -5.696 -2.856 -2.046
C -5.907 -1.079 -2.635
C -5.554 -3.923 -3.593
C -7.261 -3.363 -1.129
H -2.987 -4.328 3.642
H -1.887 -4.212 2.262
H -3.137 -5.459 2.293
H -5.909 -3.973 3.309
H -6.131 -4.748 1.736
H -6.637 -3.073 1.974
H -3.786 -1.599 3.604
H -4.638 -0.829 2.260
H -2.899 -1.093 2.161
H -1.764 -6.574 0.611
H -0.835 -5.112 0.271
H -0.734 -6.492 -0.820
H -4.439 -6.770 0.003
H -3.864 -7.585 -1.455
H -5.149 -6.373 -1.563
H -1.191 -4.997 -3.047
H -2.778 -4.536 -3.652
H -2.353 -6.243 -3.504
H -5.013 -0.468 -2.525
H -6.715 -0.588 -2.088
H -6.178 -1.091 -3.694
H -4.811 -3.512 -4.281
H -6.523 -3.886 -4.101
H -5.308 -4.969 -3.411
H -7.425 -2.734 -0.252
H -7.239 -4.403 -0.799
H -8.120 -3.235 -1.797
C -0.195 1.449 6.123
C -0.890 1.240 4.782
P -0.086 0.123 3.546
C -0.041 -1.405 4.594
C 0.287 -2.729 3.913
C 1.655 0.790 3.513
C 2.673 0.225 4.501
H -0.817 2.049 6.789
H 0.751 1.980 6.001
H 0.013 0.509 6.634
H -1.901 0.848 4.927
H -1.035 2.201 4.289
H -1.055 -1.452 5.004
H 0.619 -1.246 5.449
H -0.243 -2.836 2.967
H 0.006 -3.565 4.556
H 1.353 -2.826 3.705
H 1.546 1.872 3.651
H 2.041 0.675 2.496
H 2.356 0.341 5.537
H 3.637 0.729 4.389
H 2.838 -0.842 4.329
N 3.073 -4.689 -0.996
C 2.184 -3.779 -0.485
C 2.510 -2.976 0.612
C 1.599 -2.036 1.044
N 0.399 -1.829 0.495
C 0.102 -2.606 -0.554
C 0.933 -3.577 -1.069
H 3.844 -4.975 -0.418
H 2.718 -5.396 -1.616
H 3.469 -3.065 1.109
H 1.866 -1.400 1.877
H -0.865 -2.439 -1.019
H 0.612 -4.156 -1.925
C 3.317 -0.512 -2.008
C 2.115 -0.009 -1.242
O 0.930 -0.183 -1.721
N 2.235 0.605 -0.115
Te 5.361 1.426 0.463
C 6.187 2.314 2.193
C 6.660 1.490 3.222
C 6.621 -0.013 3.131
C 7.209 2.075 4.359
C 7.303 3.452 4.502
C 7.887 4.067 5.744
C 6.811 4.249 3.478
C 6.237 3.710 2.331
C 5.711 4.657 1.286
C 6.492 2.480 -0.982
C 7.894 2.469 -0.932
C 8.665 1.673 0.086
C 8.606 3.232 -1.852
C 7.972 3.984 -2.830
C 8.760 4.781 -3.833
C 6.586 3.960 -2.875
C 5.828 3.225 -1.969
C 4.329 3.299 -2.118
H 2.968 -1.166 -2.806
H 4.009 -1.050 -1.360
H 3.851 0.331 -2.452
H 5.627 -0.389 2.881
H 6.914 -0.457 4.083
H 7.298 -0.378 2.355
H 7.577 1.433 5.153
H 8.419 3.326 6.340
H 7.104 4.497 6.373
H 8.583 4.870 5.500
H 6.858 5.329 3.576
H 6.454 4.847 0.508
H 5.448 5.612 1.743
H 4.825 4.256 0.790
H 9.695 1.535 -0.240
H 8.680 2.173 1.057
H 8.214 0.691 0.241
H 9.690 3.228 -1.805
H 9.798 4.895 -3.521
H 8.334 5.776 -3.970
H 8.759 4.290 -4.809
H 6.071 4.536 -3.638
H 4.028 2.973 -3.116
H 3.991 4.332 -2.006
H 3.786 2.695 -1.394
```